(1)
The following is a DFT calculation (ωB97M-V with the def2-TZVPD basis set) of a 8-piece molecular cluster, C11H38ClN17O9P overall.

Last column: Mulliken charge in e.
Cartesian coordinates (Å):
Cl (3.104, 0.464, 1.314)  -0.38
P (2.482, 0.622, -0.694)  0.31
O (4.794, 0.036, -3.807)  -0.46
O (2.132, -0.978, -1.174)  -0.41
O (-0.616, -6.766, 0.994)  -0.73
O (-2.526, 0.090, -3.534)  -0.71
O (-7.567, 2.359, 3.293)  -0.68
O (-1.196, -2.992, -1.821)  -0.74
O (5.679, 1.000, 4.725)  -0.64
O (-6.941, 1.314, -1.542)  -0.77
O (2.648, 2.708, -4.133)  -0.69
N (6.824, 0.296, -1.432)  -0.07
N (-1.963, -7.773, 2.510)  -0.39
N (0.185, -7.214, 3.067)  -0.38
N (4.437, 1.615, 6.517)  -0.38
N (-6.141, 1.729, 0.539)  -0.26
N (0.282, -3.526, -0.192)  -0.31
N (-7.841, 4.586, 3.614)  -0.36
N (-4.599, 0.793, -2.931)  -0.26
N (3.476, 1.441, 4.443)  -0.17
N (2.278, 4.839, -4.804)  -0.41
N (-6.851, 3.298, 5.226)  -0.42
N (-1.017, -5.149, -1.144)  -0.32
N (-8.390, 1.672, 0.165)  -0.34
N (3.735, 3.507, -5.957)  -0.36
N (-3.797, -1.213, -2.176)  -0.28
N (5.844, -1.928, -1.509)  -0.37
N (4.596, -0.104, -2.445)  0.34
C (4.976, 2.096, -1.120)  -0.60
C (2.873, 3.628, -4.916)  0.62
C (-3.573, -0.097, -2.921)  0.56
C (-7.429, 3.352, 4.000)  0.65
C (-0.787, -7.222, 2.119)  0.63
C (6.330, 1.459, -0.624)  -0.52
C (-0.680, -3.839, -1.100)  0.60
C (5.773, -0.586, -1.764)  -0.08
C (4.602, 1.330, 5.199)  0.67
C (-7.144, 1.556, -0.356)  0.56
C (3.972, 1.093, -1.814)  0.47
H (-3.059, -1.902, -2.141)  0.28
H (3.488, 1.670, -2.670)  -0.12
H (2.110, -1.060, -2.144)  0.29
H (7.120, 2.270, -0.712)  0.31
H (-6.728, 4.096, 5.821)  0.16
H (3.566, 1.237, 3.464)  0.12
H (3.563, 1.887, 6.925)  0.16
H (1.071, -6.814, 2.812)  0.20
H (0.556, -2.560, -0.135)  0.17
H (4.195, 2.621, -6.072)  0.20
H (-2.125, -8.152, 3.424)  0.17
H (3.932, 4.245, -6.608)  0.17
H (-8.573, 1.869, 1.135)  0.19
H (5.249, 1.543, 7.106)  0.23
H (2.445, 5.604, -5.431)  0.17
H (0.723, -4.197, 0.409)  0.15
H (5.359, -2.341, -0.717)  0.25
H (3.898, -0.070, -4.192)  0.38
H (-6.294, 1.927, 1.513)  0.21
H (-2.706, -7.795, 1.833)  0.22
H (0.066, -7.582, 3.992)  0.17
H (-1.725, -5.418, -1.805)  0.20
H (6.420, -2.475, -2.157)  0.25
H (-5.199, 1.651, 0.196)  0.19
H (-4.646, -1.382, -1.669)  0.15
H (4.442, 2.522, -0.211)  0.34
H (5.227, 3.005, -1.750)  0.32
H (-7.738, 5.410, 4.175)  0.17
H (2.581, 1.710, 4.807)  0.15
H (-6.534, 2.399, 5.545)  0.22
H (1.631, 4.965, -4.044)  0.23
H (-5.471, 0.656, -2.432)  0.21
H (7.419, -0.250, -0.787)  0.37
H (-4.472, 1.630, -3.470)  0.19
H (-8.274, 4.663, 2.710)  0.22
H (-0.598, -5.859, -0.554)  0.31
H (-9.164, 1.551, -0.465)  0.20
H (6.284, 1.231, 0.489)  0.30

Values from the calculation:
E_HOMO: -9.770 eV
Gap between HOMO and LUMO: 4.563 eV
Charge: +1
E_tot: -2851.47325 hartree



(2)
The following is a DFT calculation (ωB97M-V with the def2-TZVPD basis set) of one molecule with the formula C19H20Br4N4O.

Last column: Mulliken charge in e.
Cartesian coordinates (Å):
Br (-3.968, 3.263, 2.469)  -0.16
Br (-3.781, 2.938, 5.852)  -0.17
Br (-2.327, 0.252, 7.141)  -0.16
Br (-0.703, -1.884, 5.170)  -0.12
O (0.767, -0.315, -2.859)  -0.69
N (-2.283, 0.703, 1.132)  0.15
N (-1.314, -0.932, -0.358)  -0.21
N (2.554, -2.255, -2.358)  0.17
N (-1.282, -1.081, 2.034)  -0.66
C (-2.424, 0.841, 2.510)  0.18
C (2.383, -1.875, -0.937)  -1.65
C (-0.126, -1.752, -0.585)  -1.26
C (3.785, -1.676, -2.937)  -1.05
C (-1.378, 3.690, -0.376)  -0.56
C (0.196, 1.451, -1.220)  -0.61
C (2.346, -3.694, -2.688)  -1.03
C (1.195, -0.928, -0.584)  0.88
C (-1.593, -0.480, 0.923)  0.36
C (0.528, 2.192, -0.056)  -0.40
C (-1.688, 3.012, -1.567)  -0.88
C (-0.880, 1.926, -1.964)  0.54
C (-1.768, -0.268, 3.064)  0.65
C (1.118, 0.266, -1.615)  -0.10
C (-3.063, 1.788, 3.301)  -0.50
C (-3.039, 1.586, 4.707)  0.29
C (-0.228, 3.307, 0.366)  -0.73
C (-1.710, -0.439, 4.444)  -0.38
C (-2.385, 0.477, 5.259)  0.37
H (1.383, -0.456, 0.429)  0.57
H (-1.531, -0.230, -1.065)  0.36
H (3.287, -1.394, -0.572)  0.51
H (0.015, 3.855, 1.275)  0.42
H (2.097, 0.742, -1.720)  0.45
H (-2.572, 1.378, 0.412)  0.17
H (-1.050, 1.485, -2.943)  0.41
H (2.495, -3.802, -3.778)  0.32
H (1.362, -1.107, -2.974)  0.60
H (3.776, -0.593, -2.806)  0.28
H (3.039, -4.332, -2.134)  0.32
H (4.629, -2.091, -2.427)  0.40
H (1.431, 1.903, 0.505)  0.34
H (-0.256, -2.259, -1.575)  0.23
H (3.849, -1.894, -4.008)  0.33
H (-2.491, 3.424, -2.195)  0.39
H (-0.044, -2.562, 0.149)  0.46
H (-1.908, 4.583, -0.109)  0.51
H (1.296, -3.975, -2.450)  0.29
H (2.257, -2.789, -0.280)  0.41

Values from the calculation:
E_HOMO: -8.129 eV
Gap between HOMO and LUMO: 8.430 eV
SMILES: CN(C)C[C@H](CNc1nc2c(Br)c(Br)c(Br)c(Br)c2[nH]1)[C@@H](O)c1ccccc1
E_tot: -11326.34760 hartree



(3)
The following is a DFT calculation (ωB97M-V with the def2-TZVPD basis set) of C5H10AlClNO2Tb as an isolated structure.

Last column: Mulliken charge in e.
Cartesian coordinates (Å):
Tb (3.704, 4.230, 1.458)  1.43
Cl (1.950, 3.321, -0.300)  -0.38
Al (-0.121, 1.013, 0.624)  0.35
O (2.977, 1.155, -1.687)  -0.28
O (-0.578, -2.445, -1.885)  -0.51
N (-2.351, -1.070, -1.584)  -0.38
C (-1.012, -1.865, 0.346)  -0.41
C (1.875, 0.466, 0.407)  -0.46
C (-1.289, -1.793, -1.172)  0.43
C (-1.300, -0.695, 1.194)  -0.75
C (2.436, 1.237, -0.679)  0.40
H (-0.939, -0.827, 2.221)  0.39
H (-2.344, -0.847, -2.571)  0.28
H (0.034, -2.162, 0.436)  0.26
H (-2.343, -0.374, 1.219)  0.54
H (-0.255, 2.196, 1.673)  -0.20
H (-2.633, -0.286, -1.016)  0.23
H (-1.601, -2.737, 0.685)  0.40
H (2.058, -0.572, 0.115)  0.40
H (2.396, 0.679, 1.342)  0.41
H (-0.663, 1.379, -0.824)  -0.17

Values from the calculation:
E_HOMO (spin up / spin down): -15.392 / -15.071 eV
Spin multiplicity: 7
Gap between HOMO and LUMO (spin up / spin down): 7.074 / 5.569 eV
Charge: +2
E_tot: -1928.02071 hartree
Expectation value of S²: 12.603



(4)
The following is a DFT calculation (ωB97M-V with the def2-TZVPD basis set) of C42H67GeN4O4P2RbS as an isolated structure.

Last column: Mulliken charge in e.
Cartesian coordinates (Å):
Rb (0.056, 0.672, 0.073)  0.16
Ge (-4.699, -0.097, -0.423)  0.36
S (1.311, 3.600, 3.595)  -0.37
P (-0.273, -0.132, 3.540)  0.85
P (2.774, -1.799, 0.702)  1.20
O (-2.607, 1.939, -0.260)  0.47
O (-3.881, 2.818, -1.992)  -0.78
O (3.032, 4.466, -1.500)  -0.56
O (2.100, 3.082, -0.030)  -0.36
N (-0.353, 3.429, -1.135)  0.94
N (1.295, -1.258, -1.769)  1.52
N (-1.108, 4.770, 3.649)  -0.26
N (-0.629, 3.863, 1.710)  0.56
C (-0.209, 1.139, -4.114)  -0.83
C (-2.386, 4.750, 2.942)  -0.34
C (0.745, 0.492, -3.341)  1.46
C (-0.626, 4.945, -3.492)  -0.63
C (-1.596, 3.468, -1.804)  0.35
C (3.444, -3.733, -3.437)  -0.98
C (4.416, -1.211, 1.385)  0.86
C (0.676, 4.031, -1.721)  0.16
C (3.302, -4.333, 2.119)  -1.85
C (-0.879, -1.853, 3.849)  -0.65
C (-1.698, 0.874, 4.143)  -1.25
C (-2.510, 1.329, -5.116)  -1.62
C (-1.675, -0.724, -3.905)  -0.89
C (-2.028, -2.274, 2.933)  -1.31
C (4.553, 0.263, 0.987)  -1.66
C (-0.158, 4.074, 2.937)  -0.16
C (-1.439, 0.554, -4.395)  0.77
C (2.479, -2.772, -3.266)  -0.64
C (0.999, -3.805, 1.275)  -1.51
C (-6.091, 0.303, -1.835)  -1.63
C (0.661, 4.779, -2.882)  -0.52
C (2.302, -3.221, 1.819)  1.65
C (4.259, -4.174, -2.385)  0.10
C (-5.614, 0.492, 1.238)  -1.50
C (-2.716, 1.184, 3.046)  0.08
C (-0.755, -1.385, -3.097)  1.12
C (4.051, -3.574, -1.149)  0.32
C (-2.895, 0.513, -0.537)  -0.64
C (2.233, -2.160, -1.990)  -0.62
C (0.462, -0.765, -2.773)  -1.54
C (-1.716, 4.337, -2.980)  -1.17
C (5.710, -1.946, 1.043)  -1.79
C (-1.079, -2.715, -2.475)  -1.35
C (1.963, 3.803, -0.991)  -0.13
C (2.076, 1.134, -3.056)  -1.52
C (2.154, -0.668, 4.873)  -0.98
C (0.831, 0.080, 5.004)  -0.98
C (-4.631, -2.071, -0.415)  -1.00
C (-2.644, 2.745, -1.364)  0.04
C (3.097, -2.586, -0.911)  0.14
C (-1.934, 4.487, 1.504)  0.00
C (5.325, -5.217, -2.596)  -1.79
H (-2.165, 0.356, 4.990)  0.54
H (-3.601, 1.684, 3.451)  0.58
H (2.820, -0.452, 5.713)  0.48
H (3.551, -4.891, 1.215)  0.29
H (-0.091, 3.575, 0.889)  -0.44
H (-2.632, -1.202, -4.103)  0.25
H (5.707, -2.989, 1.358)  0.27
H (-2.012, -3.117, -2.876)  0.46
H (-5.298, -0.092, 2.104)  0.32
H (3.706, 0.862, 1.326)  0.29
H (-2.594, 3.819, 0.955)  -0.41
H (-4.034, -2.423, -1.260)  0.18
H (2.008, -1.751, 4.842)  0.21
H (-1.265, 1.802, 4.531)  0.49
H (3.773, 4.186, -0.943)  0.37
H (1.866, -2.458, -4.104)  0.41
H (3.579, -4.169, -4.426)  0.30
H (0.295, -0.225, 5.911)  0.53
H (1.557, 5.226, -3.281)  0.44
H (-1.060, 4.664, 4.648)  0.31
H (-2.427, 0.253, -1.496)  0.71
H (-2.692, 4.454, -3.433)  0.39
H (-5.703, 0.025, -2.820)  0.40
H (-0.725, 5.566, -4.378)  0.32
H (5.886, -1.926, -0.034)  0.37
H (1.179, -4.306, 0.320)  0.44
H (5.471, 0.695, 1.399)  0.51
H (-4.164, 1.891, -2.067)  0.02
H (4.266, -1.258, 2.472)  0.16
H (-4.145, -2.421, 0.498)  0.17
H (4.598, 0.357, -0.103)  0.26
H (-2.289, 1.820, 2.271)  -0.25
H (-1.852, -1.971, 1.897)  0.04
H (-1.164, -1.955, 4.904)  0.55
H (-2.913, 5.699, 3.041)  0.33
H (-3.268, 0.663, -5.534)  0.43
H (-3.007, 2.023, -4.431)  0.10
H (2.075, -2.709, 2.763)  -0.93
H (-5.629, -2.513, -0.483)  0.42
H (-6.696, 0.389, 1.122)  0.50
H (-5.384, 1.541, 1.438)  0.41
H (4.683, -3.896, -0.330)  0.09
H (4.930, -6.115, -3.083)  0.35
H (-2.088, 1.925, -5.929)  0.38
H (-2.163, -3.358, 2.948)  0.51
H (5.754, -5.528, -1.640)  0.34
H (-0.021, -2.510, 3.682)  0.18
H (-0.280, -3.441, -2.645)  0.34
H (2.111, 2.150, -3.453)  0.49
H (0.254, -3.026, 1.094)  0.05
H (6.558, -1.451, 1.530)  0.46
H (4.225, -3.948, 2.555)  0.34
H (-1.191, -2.612, -1.391)  0.00
H (-1.820, 5.414, 0.936)  0.59
H (-2.971, -1.818, 3.238)  0.42
H (2.667, -0.377, 3.954)  0.06
H (-7.015, -0.256, -1.654)  0.44
H (1.016, 1.154, 5.069)  0.23
H (-3.054, 0.291, 2.523)  -0.40
H (-6.334, 1.369, -1.863)  0.41
H (2.872, -5.046, 2.833)  0.48
H (-0.002, 2.146, -4.468)  0.22
H (6.152, -4.854, -3.218)  0.31
H (0.574, -4.535, 1.972)  0.53
H (-3.030, 3.946, 3.306)  0.17
H (2.281, 1.161, -1.983)  0.03
H (2.888, 0.551, -3.502)  0.49

Values from the calculation:
E_HOMO: -0.286 eV
Energy above the lowest of the compared OMol25 structures with the same formula, charge and spin: 0.00 kJ/mol
Gap between HOMO and LUMO: 3.914 eV
Charge: -2
E_tot: -5342.52028 hartree